[1]
A molecular structure, C17H23N3O3. Source: the Open Molecules 2025 dataset; level of theory: ωB97M-V/def2-TZVPD.

The value obtained for the electronic energy is -28592.7168 eV. Its HOMO-LUMO gap is 6.446 eV. The calculation puts the energy above the lowest of the compared OMol25 structures with the same formula, charge and spin at 24.835 eV. The value obtained for the HOMO energy is -7.007 eV. As for the largest force on an atom: 18.238 eV/A. The value obtained for the molar mass is 317.4 g/mol.

Each line ends with the Mulliken charge.
Positions of all 46 atoms, in Å:
O -5.365 1.036 -1.504  -0.667
O 6.623 -0.100 -0.570  -0.391
O -2.528 -1.650 0.935  -0.596
N -1.527 1.397 0.705  -0.099
N -3.948 -0.551 -0.482  0.366
N 1.117 0.680 0.101  0.294
C -3.028 -0.743 0.384  0.404
C 5.293 -0.078 -0.582  1.065
C -4.270 -1.597 -1.228  -0.693
C -1.095 1.240 -0.641  -1.921
C 7.296 -1.262 -0.267  -0.914
C -4.534 0.759 -0.407  0.302
C 3.213 -0.982 0.315  -1.442
C -2.932 0.736 1.226  0.011
C -0.455 1.127 1.760  -1.251
C 2.431 0.419 -0.187  0.603
C -3.889 1.687 0.164  -1.182
C 4.587 1.021 -0.859  -1.322
C 3.342 1.083 -0.750  0.696
C -5.598 -2.334 -0.471  -1.086
C 0.498 -0.253 1.231  -1.910
C 4.571 -0.900 0.292  -0.823
C 0.491 1.460 -0.639  -1.414
H -0.050 -0.871 0.917  0.937
H 1.181 -0.341 1.885  0.951
H -1.173 0.400 -0.893  0.934
H -1.616 1.850 -1.184  0.885
H 2.716 -1.534 0.947  0.639
H 7.164 -1.207 1.073  0.230
H -6.584 -1.570 -0.607  0.259
H 6.962 -2.082 -0.542  0.442
H -4.762 -1.402 -2.186  0.409
H 8.319 -1.071 -0.298  0.307
H -3.425 2.483 0.004  0.817
H 5.002 -1.702 0.432  0.689
H -3.146 0.938 2.380  0.443
H 0.622 2.387 -0.252  0.646
H -5.262 -2.707 0.449  0.406
H -0.011 1.825 2.200  0.747
H 5.349 1.877 -1.600  0.078
H -5.792 -3.218 -1.131  0.358
H -0.935 0.519 2.755  0.260
H 0.787 1.528 -1.660  0.794
H 2.816 2.079 -1.134  0.083
H -3.639 -2.527 -1.190  0.353
H -4.815 2.151 1.109  0.301

=====

[2]
A molecular structure, C36H51Cl2N2OPPd. Source: the Open Molecules 2025 dataset; level of theory: ωB97M-V/def2-TZVPD.

The value obtained for the electronic energy is -80998.5030 eV. Its HOMO-LUMO gap (alpha / beta) is 6.520 / 6.115 eV. The value obtained for the HOMO energy (alpha / beta) is -6.048 / -7.986 eV. As for the largest force on an atom: 2.863 eV/A. Its multiplicity is 5. The value obtained for the molar mass is 736.1 g/mol.

Each line ends with the Mulliken charge.
Positions of all 94 atoms, in Å:
Pd -0.198 -0.078 0.687  0.604
Cl -0.203 -2.422 0.110  -0.669
Cl 1.077 1.935 1.012  -0.502
P 0.966 0.201 -1.938  -0.927
O -0.283 -0.153 2.795  -0.844
N -0.166 -2.039 5.580  -0.147
N -0.418 -0.922 4.888  0.442
C -0.542 2.428 -2.710  -0.207
C 1.863 2.275 -3.532  -0.549
C 0.882 1.968 -2.402  0.623
C -1.170 3.035 6.062  -0.461
C -1.797 2.507 4.925  -0.717
C -1.664 1.074 0.170  -1.903
C -4.054 1.648 0.283  -0.848
C 0.421 -0.876 -4.405  -0.817
C -1.545 -0.756 -2.806  0.246
C 0.203 -2.520 3.460  -0.839
C 0.424 -4.411 5.192  -1.713
C -1.630 1.159 4.617  -0.229
C -0.534 3.941 -2.932  -0.878
C 5.173 -1.411 -0.587  -0.667
C -2.250 -1.891 -3.551  -0.718
C 4.988 0.081 -0.879  -0.862
C 4.262 -2.305 -1.434  -0.876
C -5.371 1.232 0.236  -0.520
C -0.265 -2.004 -5.174  -0.874
C -0.446 -2.128 6.991  -0.989
C 0.476 4.343 -4.015  -0.727
C 3.518 0.508 -0.860  -0.690
C -4.669 -1.107 0.255  -0.895
C -5.687 -0.140 0.203  -0.506
C 1.881 3.781 -3.773  -0.937
C -0.764 0.361 5.387  0.433
C -0.166 -1.146 3.553  0.882
C -0.032 -0.944 -2.952  0.007
C -3.342 -0.716 0.323  -0.236
C 2.700 -0.374 -1.818  0.606
C 2.798 -1.855 -1.421  -0.582
C -1.790 -1.969 -5.013  -0.747
C -0.106 0.897 6.494  -0.226
C -3.018 0.666 0.284  2.088
C -0.346 2.226 6.854  -0.655
C 0.170 -3.034 4.725  0.598
H -1.848 0.213 -3.225  0.356
H 3.096 0.440 0.155  0.094
H -1.816 -0.742 -1.744  -1.085
H 0.414 -3.009 2.520  0.415
H -0.269 4.429 -1.984  0.398
H -4.917 -2.169 0.244  0.391
H -0.893 1.926 -3.626  0.276
H 0.114 3.985 -4.987  0.338
H 4.608 -2.280 -2.476  0.353
H 0.532 5.434 -4.076  0.398
H 0.682 -5.012 4.313  0.357
H -6.729 -0.454 0.151  0.378
H 5.394 0.304 -1.875  0.338
H 4.323 -3.344 -1.094  0.413
H -1.430 2.148 0.252  1.164
H 6.217 -1.689 -0.764  0.391
H 3.072 -0.252 -2.855  0.809
H -1.325 4.083 6.329  0.375
H -2.137 0.739 3.747  0.445
H 2.874 1.922 -3.283  0.317
H -2.418 3.127 4.276  0.392
H -1.213 2.143 -1.886  -0.476
H 0.019 -1.930 -6.229  0.405
H 2.338 -2.005 -0.432  0.042
H -0.425 -3.185 7.251  0.381
H -1.432 -1.714 7.238  0.372
H 1.191 2.467 -1.460  0.615
H 0.134 2.626 7.749  0.360
H 0.139 0.104 -4.823  0.239
H -0.462 -4.861 5.661  0.368
H 1.264 -4.465 5.899  0.349
H 1.515 -0.968 -4.484  0.266
H -2.181 -1.095 -5.551  0.321
H -3.768 2.701 0.319  0.412
H 0.117 -2.958 -4.787  0.365
H 5.548 0.683 -0.156  0.387
H 2.538 3.992 -4.622  0.403
H -1.541 4.273 -3.209  0.411
H 2.219 -2.488 -2.109  0.250
H -2.018 -2.835 -3.038  0.395
H 3.442 1.573 -1.127  0.402
H 0.321 -1.609 7.576  0.271
H 4.969 -1.595 0.475  0.305
H 0.193 -1.928 -2.500  0.848
H -2.526 -1.442 0.396  0.358
H -3.336 -1.748 -3.498  0.397
H 2.314 4.260 -2.884  0.383
H 1.542 1.735 -4.437  0.163
H 0.606 0.284 7.048  0.310
H -6.171 1.975 0.224  0.387
H -2.222 -2.855 -5.488  0.426

=====

[3]
A molecular structure, H18O9. Source: the Open Molecules 2025 dataset; level of theory: ωB97M-V/def2-TZVPD.

The value obtained for the electronic energy is -18713.3966 eV. Its HOMO-LUMO gap is 9.481 eV. The calculation puts the energy above the lowest of the compared OMol25 structures with the same formula, charge and spin at 8.739 eV. The value obtained for the HOMO energy is -9.823 eV. As for the largest force on an atom: 12.736 eV/A. The value obtained for the molar mass is 162.1 g/mol.

Each line ends with the Mulliken charge.
Positions of all 27 atoms, in Å:
O 2.264 -2.097 0.730  -0.853
O -2.724 0.439 -0.231  -0.697
O -1.408 1.324 -1.771  -0.586
O -0.279 -0.320 0.034  -0.507
O 0.456 -2.713 -0.134  -0.568
O 1.639 1.685 0.251  -0.630
O 0.019 -2.833 1.858  -0.843
O 0.705 2.458 -1.829  -0.750
O -1.126 2.129 1.484  -0.595
H 2.042 -2.428 1.600  0.313
H 1.684 2.154 1.084  0.252
H 0.245 -2.830 0.928  0.495
H 0.706 3.315 -1.402  0.279
H 0.111 0.552 -0.025  0.072
H 1.479 -2.253 0.206  0.405
H -2.824 -0.435 -0.608  0.246
H -0.627 0.882 -1.436  0.465
H -0.666 -2.169 1.940  0.262
H 2.058 0.843 0.426  0.303
H 1.157 -3.293 -0.432  0.381
H -1.068 2.046 -2.299  0.392
H 1.085 1.866 -1.180  0.438
H -1.967 0.810 -0.683  0.220
H -0.185 -2.726 -0.845  0.301
H -1.726 2.858 1.642  0.281
H 0.461 -0.921 -0.053  0.494
H -1.509 1.658 0.745  0.431

=====

[4]
A single C5H4N2O molecule. Source: the Open Molecules 2025 dataset; level of theory: ωB97M-V/def2-TZVPD.

The value obtained for the electronic energy is -10273.4711 eV. Its HOMO-LUMO gap is 8.547 eV. The calculation puts the energy above the lowest of the compared OMol25 structures with the same formula, charge and spin at 3.291 eV. The value obtained for the HOMO energy is -9.556 eV. As for the largest force on an atom: 8.710 eV/A. The value obtained for the molar mass is 108.1 g/mol.

Each line ends with the Mulliken charge.
Positions of all 12 atoms, in Å:
O -0.560 -1.535 1.819  -0.538
N -1.068 -0.473 -0.156  -0.469
N 1.004 -0.992 0.176  -0.393
C 0.887 1.456 -0.545  -0.257
C -0.395 1.630 -0.717  -0.206
C 1.415 0.053 -0.511  0.027
C -1.223 0.573 -0.774  0.213
C -0.089 -0.920 0.838  0.515
H 1.646 2.368 -0.850  0.233
H 2.513 0.030 -0.886  0.307
H -2.108 0.805 -1.380  0.342
H -0.690 2.578 -1.320  0.226

=====

[5]
A single CH3NO molecule. Source: the Open Molecules 2025 dataset; level of theory: ωB97M-V/def2-TZVPD.

The value obtained for the electronic energy is -4620.0635 eV. Its HOMO-LUMO gap is 11.166 eV. The calculation puts the energy above the lowest of the compared OMol25 structures with the same formula, charge and spin at 3.358 eV. The value obtained for the HOMO energy is -10.285 eV. As for the largest force on an atom: 5.274 eV/A. The value obtained for the molar mass is 45.0 g/mol.

Each line ends with the Mulliken charge.
Positions of all 6 atoms, in Å:
O 1.366 0.227 -0.031  -0.387
N 0.191 -0.545 -0.049  -0.284
C -0.840 0.123 0.112  -0.158
H -1.229 1.152 -0.154  0.250
H 2.217 -0.418 0.255  0.361
H -1.705 -0.538 -0.133  0.218

=====

[6]
A molecular structure, C4H4INO2. Source: the Open Molecules 2025 dataset; level of theory: ωB97M-V/def2-TZVPD.

The value obtained for the electronic energy is -17893.4563 eV. Its HOMO-LUMO gap is 9.141 eV. The calculation puts the energy above the lowest of the compared OMol25 structures with the same formula, charge and spin at 4.880 eV. The value obtained for the HOMO energy is -9.486 eV. As for the largest force on an atom: 5.479 eV/A. The value obtained for the molar mass is 225.0 g/mol.

Each line ends with the Mulliken charge.
Positions of all 12 atoms, in Å:
I -3.981 0.023 0.021  0.025
O -1.316 1.292 0.545  -0.239
O 0.840 1.747 -1.219  -0.478
N 0.002 1.157 0.764  -0.069
C 1.025 1.422 -0.091  0.142
C -1.391 -1.027 -0.480  -0.287
C -0.739 -2.050 -0.519  -0.261
C -1.771 0.331 -0.423  -0.191
H -0.556 -3.049 -0.726  0.437
H 2.158 1.309 0.273  0.272
H 0.171 0.774 1.756  0.237
H -1.854 0.651 -1.498  0.414

=====

[7]
A single CH2Cl2NO2P molecule. Source: the Open Molecules 2025 dataset; level of theory: ωB97M-V/def2-TZVPD.

The value obtained for the electronic energy is -40990.1205 eV. Its HOMO-LUMO gap is 11.481 eV. The calculation puts the energy above the lowest of the compared OMol25 structures with the same formula, charge and spin at 0.071 eV. The value obtained for the HOMO energy is -11.134 eV. As for the largest force on an atom: 4.372 eV/A. The value obtained for the molar mass is 161.9 g/mol.

Each line ends with the Mulliken charge.
Positions of all 9 atoms, in Å:
Cl -1.632 0.719 1.796  -0.157
Cl -0.782 1.835 -1.037  -0.172
P -1.475 0.146 -0.109  0.873
O -0.202 -0.873 -0.307  -0.241
O -2.784 -0.431 -0.443  -0.523
N 1.580 0.483 0.174  -0.563
C 1.071 -0.648 -0.149  0.129
H 1.601 -1.518 -0.269  0.414
H 2.624 0.285 0.344  0.240

=====

[8]
6 unconnected molecules or ions with the total composition C29H56F5N5O8. Source: the Open Molecules 2025 dataset; level of theory: ωB97M-V/def2-TZVPD.

The value obtained for the electronic energy is -68398.3958 eV. Its HOMO-LUMO gap is 9.358 eV. The value obtained for the HOMO energy is -8.869 eV. As for the largest force on an atom: 1.338 eV/A. The value obtained for the molar mass is 697.8 g/mol.

Each line ends with the Mulliken charge.
Positions of all 103 atoms, in Å:
F -0.552 4.532 -2.864  -0.347
F 1.147 2.483 -0.603  -0.206
F 1.984 4.263 -1.516  -0.279
F 0.874 3.014 -3.485  -0.277
F 0.137 4.395 -0.381  -0.265
O -4.417 1.124 1.029  -0.606
O 1.849 2.060 -7.390  -0.570
O 6.569 -4.701 5.760  -0.593
O -0.656 -0.037 -0.201  0.034
O -0.549 1.052 1.706  -0.622
O -6.845 2.579 -3.906  -0.586
O -0.746 -5.390 1.365  -0.558
O 2.312 -0.414 6.005  -0.638
N -5.222 4.132 -3.591  0.146
N 0.715 0.653 7.219  0.165
N 5.904 -2.530 5.729  0.129
N -1.183 -6.859 -0.306  0.148
N 3.443 3.633 -7.021  0.169
C 1.602 -0.331 6.991  0.168
C -1.338 -6.364 0.936  0.070
C -0.052 -2.729 -1.135  -0.370
C -0.611 -0.006 1.164  0.383
C -1.715 -0.714 -0.909  2.227
C 0.579 1.709 6.227  -0.805
C -1.063 2.304 -2.320  -0.368
C 2.745 2.776 -7.794  0.098
C -4.172 4.957 -4.156  -0.839
C -5.479 4.195 -2.162  -0.893
C 3.109 3.713 -5.608  -0.956
C 4.519 -2.874 6.009  -0.752
C -5.966 3.295 -4.343  0.129
C 4.500 4.465 -7.552  -0.909
C -1.730 -0.131 -2.360  -1.843
C -0.098 0.693 8.415  -0.935
C 0.662 -2.675 -2.264  -1.009
C -3.437 0.993 0.005  0.007
C -0.196 -1.123 3.382  -1.538
C 0.017 3.350 -2.499  0.738
C 6.814 -3.517 5.629  0.115
C 0.841 3.628 -1.220  0.600
C -1.483 -2.242 -1.009  -1.734
C -1.933 -8.000 -0.786  -0.937
C -0.543 -1.315 1.908  0.383
C -0.229 -6.201 -1.184  -0.678
C -0.642 0.887 -2.717  -0.614
C -3.083 -0.474 -0.260  -1.581
C 6.256 -1.137 5.564  -0.824
H -1.262 -8.813 -1.071  0.330
H -4.063 0.704 1.819  0.358
H -3.204 -1.041 0.668  0.619
H -2.537 -7.729 -1.654  0.331
H -0.504 -5.154 -1.288  -0.031
H -0.227 -6.690 -2.156  0.385
H 5.703 -0.693 4.734  0.293
H 0.098 1.603 8.986  0.340
H -2.596 -8.356 0.000  0.300
H 7.322 -1.053 5.360  0.295
H -4.380 6.015 -3.984  0.362
H 1.632 -1.081 7.800  0.249
H -5.331 3.210 -1.717  0.204
H 3.068 2.785 -8.849  0.249
H -1.382 2.315 -1.277  -0.198
H 0.274 1.294 5.267  0.138
H -1.656 -0.957 -3.066  0.575
H 7.831 -3.145 5.413  0.253
H -1.160 0.664 8.162  0.336
H 1.536 2.212 6.090  0.285
H -3.217 4.715 -3.684  0.253
H 4.270 5.523 -7.409  0.322
H 0.844 -0.829 3.500  0.423
H -1.499 -1.839 1.832  0.185
H 3.756 4.443 -5.128  0.395
H 5.450 4.247 -7.059  0.319
H -3.824 1.498 -0.879  -0.054
H 3.926 -1.963 6.053  0.249
H 0.413 -3.151 -0.250  0.494
H -2.074 -6.923 1.539  0.296
H 2.069 4.009 -5.480  0.290
H 4.611 4.275 -8.618  0.306
H 0.607 -1.810 -2.922  0.197
H -2.542 1.531 0.329  0.210
H -4.096 4.781 -5.227  0.290
H -1.902 2.598 -2.953  0.217
H 4.126 -3.525 5.227  0.290
H -2.705 0.330 -2.539  0.539
H 0.329 0.621 -2.303  0.554
H -6.507 4.500 -1.969  0.354
H -5.693 3.317 -5.412  0.261
H -2.037 -2.631 -1.861  0.770
H 3.241 2.741 -5.132  0.280
H -0.854 -0.366 3.811  0.197
H 0.772 -6.241 -0.751  0.292
H 4.450 -3.408 6.958  0.291
H 0.185 -1.962 1.418  -0.074
H -0.386 -2.048 3.926  0.465
H 1.310 -3.481 -2.592  0.315
H -3.815 -0.900 -0.954  0.529
H -4.793 4.907 -1.709  0.376
H 6.027 -0.570 6.470  0.293
H 0.133 -0.166 9.042  0.307
H -0.165 2.429 6.559  0.379
H -0.539 0.866 -3.805  0.484
H -1.882 -2.721 -0.111  0.456

=====

Q: molar mass of number 2 (C36H51Cl2N2OPPd)?
A: 736.1 g/mol

=====

Q: The lowest electronic energy belongs to which entry?
A: C36H51Cl2N2OPPd